No. 1
{
  "formula": "C9H12ClNSi",
  "method": "ωB97M-V/def2-TZVPD",
  "homo_ev": [-7.37, -7.20],
  "homo_lumo_gap_ev": [7.3, 7.2],
  "total_charge": 0,
  "de_lowest_ev": 3.267,
  "species": ["C", "C", "C", "C", "C", "C", "C", "C", "C", "N", "Si", "Cl", "H", "H", "H", "H", "H", "H", "H", "H", "H", "H", "H", "H"],
  "xyz": [[-3.865, -0.381, -2.240], [-3.425, -0.898, -1.036], [-2.981, 0.339, -2.974], [-2.104, -0.727, -0.599], [-1.688, 0.582, -2.601], [-1.291, 0.077, -1.381], [1.869, 0.384, 2.208], [2.339, -0.685, 1.202], [0.934, 1.360, 1.435], [2.591, -0.055, -0.043], [1.491, 1.140, -0.414], [2.213, 2.448, -1.677], [-4.864, -0.603, -2.504], [-4.072, -1.403, -0.224], [-3.272, 0.744, -4.039], [-1.880, -1.439, 0.241], [-1.022, 1.262, -3.161], [1.207, 0.004, 3.108], [2.772, 0.799, 2.603], [3.270, -1.119, 1.580], [1.702, -1.503, 1.342], [-0.018, 0.950, 1.507], [0.956, 2.403, 1.703], [3.071, -0.596, -0.690]]
}

---

No. 2
{
  "formula": "C9H12F6N6ORuS2Sb",
  "method": "ωB97M-V/def2-TZVPD",
  "homo_ev": [-11.92, -11.92],
  "homo_lumo_gap_ev": [5.9, 5.9],
  "total_charge": 1,
  "de_lowest_ev": 0.027,
  "species": ["Ru", "N", "C", "S", "N", "N", "C", "C", "C", "C", "C", "C", "C", "O", "H", "H", "H", "H", "H", "H", "H", "N", "N", "C", "N", "S", "H", "H", "H", "H", "H", "F", "Sb", "F", "F", "F", "F", "F"],
  "xyz": [[-1.069, 0.738, 0.400], [-1.088, 3.647, 3.547], [-0.855, 2.624, 2.718], [-2.204, 2.019, 1.753], [0.337, 2.090, 2.652], [0.371, 1.033, 1.808], [1.336, 0.176, 2.048], [1.288, -1.171, 1.631], [2.398, -2.009, 1.895], [2.324, -3.351, 1.674], [1.123, -3.939, 1.205], [0.024, -3.177, 0.948], [0.076, -1.776, 1.143], [-1.017, -1.108, 0.907], [-2.006, 4.043, 3.644], [-0.350, 3.967, 4.152], [2.125, 0.503, 2.719], [3.306, -1.562, 2.276], [3.184, -3.978, 1.863], [1.085, -5.008, 1.043], [-0.900, -3.597, 0.578], [-0.969, 2.348, -1.014], [-1.354, 1.917, -2.316], [-2.293, 0.944, -2.396], [-2.662, 0.570, -3.607], [-2.983, 0.288, -0.993], [-1.551, 3.148, -0.770], [-0.002, 2.663, -1.076], [-0.602, 1.914, -3.000], [-2.228, 0.951, -4.434], [-3.227, -0.257, -3.706], [0.589, 0.317, -0.961], [1.252, -0.737, -2.536], [1.653, -2.116, -1.335], [2.891, 0.087, -2.203], [1.786, -1.673, -4.048], [0.746, 0.788, -3.575], [-0.537, -1.317, -2.636]]
}

---

No. 3
{
  "formula": "C9H12N2",
  "method": "ωB97M-V/def2-TZVPD",
  "homo_ev": -8.73,
  "smiles": "C/C=N/N1CC1.C#CCC#C",
  "homo_lumo_gap_ev": 9.7,
  "total_charge": 0,
  "de_lowest_ev": 8.126,
  "species": ["C", "C", "C", "C", "C", "C", "C", "C", "C", "H", "H", "H", "H", "H", "H", "H", "H", "H", "H", "H", "H", "N", "N"],
  "xyz": [[-1.337, 1.750, -1.011], [-2.263, 1.054, -0.624], [-3.416, 0.191, -0.249], [-2.950, -1.024, 0.437], [-2.502, -2.026, 0.927], [1.498, 2.363, 1.031], [1.832, 0.957, 0.645], [1.916, -1.807, 0.263], [2.917, -1.269, -0.708], [-0.375, 2.246, -0.987], [-3.997, -0.117, -1.146], [-4.105, 0.729, 0.420], [-2.175, -2.878, 1.455], [2.300, 3.061, 0.775], [1.285, 2.435, 2.102], [0.611, 2.684, 0.481], [2.601, 0.442, 1.219], [1.578, -2.820, 0.108], [1.950, -1.443, 1.273], [3.253, -1.914, -1.536], [3.651, -0.556, -0.327], [1.240, 0.451, -0.379], [1.510, -0.880, -0.778]]
}

---

No. 4
{
  "formula": "C9H12N2Si",
  "method": "ωB97M-V/def2-TZVPD",
  "homo_ev": -9.25,
  "smiles": "N#CCN([SiH3])Cc1ccccc1",
  "homo_lumo_gap_ev": 9.9,
  "total_charge": 0,
  "de_lowest_ev": 2.236,
  "species": ["C", "C", "C", "C", "C", "C", "C", "C", "C", "N", "N", "Si", "H", "H", "H", "H", "H", "H", "H", "H", "H", "H", "H", "H"],
  "xyz": [[-2.931, 1.714, -0.438], [3.320, 0.025, -0.577], [3.067, 0.907, 0.458], [2.331, -0.788, -1.063], [1.811, 1.015, 0.983], [1.078, -0.726, -0.528], [0.816, 0.118, 0.490], [-1.805, 0.885, -0.814], [-0.618, 0.099, 1.149], [-3.849, 2.267, -0.009], [-1.629, -0.279, 0.226], [-2.420, -1.751, 0.137], [4.293, -0.011, -0.999], [4.012, 1.530, 0.794], [2.756, -1.400, -1.937], [1.459, 1.746, 1.767], [0.263, -1.223, -0.968], [-1.889, 0.442, -1.864], [-0.875, 1.413, -0.809], [-0.491, -0.698, 1.848], [-0.870, 1.095, 1.637], [-2.974, -2.195, 1.545], [-3.445, -1.414, -0.944], [-1.411, -2.769, -0.085]]
}

---

No. 5
{
  "formula": "C9H12N3",
  "method": "ωB97M-V/def2-TZVPD",
  "homo_ev": -11.44,
  "homo_lumo_gap_ev": 8.2,
  "total_charge": 1,
  "de_lowest_ev": 2.678,
  "species": ["C", "C", "C", "C", "C", "C", "C", "C", "C", "N", "N", "N", "H", "H", "H", "H", "H", "H", "H", "H", "H", "H", "H", "H"],
  "xyz": [[-3.209, -0.372, -0.357], [-2.842, 0.981, -0.211], [-2.208, -1.321, -0.126], [-1.641, 1.379, 0.236], [-0.907, -0.929, 0.238], [-0.632, 0.433, 0.523], [1.594, 1.442, 0.476], [1.919, 0.711, -0.873], [1.386, -1.072, 0.824], [0.225, -1.766, 0.388], [0.611, 0.610, 1.096], [2.257, -0.695, -0.431], [-4.303, -0.812, -0.491], [-3.605, 1.751, -0.533], [-2.377, -2.355, -0.018], [-1.235, 2.423, 0.211], [2.536, 1.616, 1.094], [1.067, 2.365, 0.224], [1.008, 0.723, -1.569], [2.639, 1.119, -1.541], [2.055, -1.287, 1.526], [0.157, -2.807, 0.683], [2.216, -1.389, -1.166], [3.292, -0.749, -0.203]]
}

---

No. 6
{
  "formula": "C9H12N3",
  "method": "ωB97M-V/def2-TZVPD",
  "homo_ev": -12.84,
  "smiles": "[H]/N=N/[C@H]1c2ccccc2C[N@@H+]1C",
  "homo_lumo_gap_ev": 9.5,
  "total_charge": 1,
  "de_lowest_ev": 2.781,
  "species": ["C", "C", "C", "C", "C", "C", "C", "C", "C", "N", "N", "N", "H", "H", "H", "H", "H", "H", "H", "H", "H", "H", "H", "H"],
  "xyz": [[3.174, 0.255, -0.108], [2.789, -0.971, 0.396], [2.173, 1.216, -0.493], [1.446, -1.289, 0.535], [0.835, 0.873, -0.430], [0.526, -0.389, 0.074], [-0.507, 1.547, -0.560], [-0.938, -0.719, 0.074], [-2.574, 1.005, 0.833], [-1.095, -2.887, -0.468], [-1.286, -1.802, -1.012], [-1.610, 0.601, -0.268], [4.192, 0.444, -0.127], [3.476, -1.646, 0.865], [2.592, 2.217, -0.743], [1.120, -2.169, 1.142], [-0.422, 2.368, 0.222], [-0.719, 2.016, -1.556], [-1.247, -1.064, 1.035], [-2.164, 0.655, 1.817], [-2.618, 2.037, 0.528], [-3.585, 0.689, 0.609], [-1.469, -3.637, -1.111], [-2.089, 0.652, -1.254]]
}

---

No. 7
{
  "formula": "C9H12O2",
  "method": "ωB97M-V/def2-TZVPD",
  "homo_ev": -8.47,
  "smiles": "COc1ccc(C)cc1OC",
  "homo_lumo_gap_ev": 9.4,
  "total_charge": 0,
  "de_lowest_ev": 2.363,
  "species": ["C", "C", "C", "C", "C", "C", "C", "C", "C", "H", "H", "H", "H", "H", "H", "H", "H", "H", "H", "H", "H", "O", "O"],
  "xyz": [[-2.568, -1.332, 0.948], [-0.722, -0.729, -0.358], [0.385, -1.593, -0.728], [1.679, -1.223, -0.453], [2.058, 0.007, 0.170], [3.533, 0.452, 0.227], [1.017, 0.892, 0.352], [-0.342, 0.536, 0.050], [-2.077, 1.816, -0.705], [-3.584, -1.808, 0.756], [-2.830, -0.418, 1.528], [-1.893, -2.003, 1.475], [0.093, -2.579, -1.081], [2.586, -1.826, -0.481], [3.933, 0.870, 1.269], [3.733, 1.017, -0.626], [4.102, -0.426, 0.164], [1.147, 1.911, 0.613], [-1.516, 2.249, -1.607], [-2.739, 2.637, -0.443], [-2.695, 0.972, -1.043], [-2.055, -0.917, -0.346], [-1.246, 1.492, 0.317]]
}

---

No. 8
{
  "formula": "C9H12O2S",
  "method": "ωB97M-V/def2-TZVPD",
  "homo_ev": [-4.86, -9.08],
  "homo_lumo_gap_ev": [5.4, 6.7],
  "total_charge": 0,
  "de_lowest_ev": 0.000,
  "spin_multiplicity": 3,
  "species": ["C", "C", "C", "C", "C", "C", "C", "C", "C", "O", "O", "S", "H", "H", "H", "H", "H", "H", "H", "H", "H", "H", "H", "H"],
  "xyz": [[-0.988, 0.351, -0.304], [-2.283, 0.139, -0.115], [-0.274, -0.824, 0.416], [0.791, -1.903, -0.206], [-0.149, 1.433, -0.859], [0.340, -0.250, 1.634], [0.720, 1.950, 0.315], [1.364, 0.862, 1.198], [0.620, -2.109, -1.724], [1.377, -2.534, 0.652], [-3.406, 0.757, -0.393], [-2.058, -1.454, 0.730], [0.427, 1.069, -1.788], [-0.676, 2.392, -1.309], [-0.249, 0.152, 2.437], [0.887, -0.987, 2.135], [1.416, 2.683, -0.212], [0.044, 2.500, 0.905], [1.828, 1.479, 1.940], [2.273, 0.400, 0.831], [-0.408, -1.864, -2.137], [1.009, -3.067, -2.023], [1.473, -1.413, -2.195], [-4.079, 0.238, 0.070]]
}

---

No. 9
{
  "formula": "C9H12O9",
  "method": "ωB97M-V/def2-TZVPD",
  "homo_ev": [-13.66, -13.64],
  "homo_lumo_gap_ev": [9.5, 2.7],
  "total_charge": 1,
  "de_lowest_ev": 1.650,
  "spin_multiplicity": 2,
  "species": ["C", "C", "O", "C", "O", "O", "H", "H", "H", "H", "C", "C", "O", "C", "O", "O", "H", "H", "H", "H", "C", "C", "O", "C", "O", "O", "H", "H", "H", "H"],
  "xyz": [[-4.801, 1.058, 0.370], [-3.982, 1.701, -0.720], [-2.804, 2.211, -0.176], [-2.892, 1.996, 1.164], [-1.986, 1.904, 1.965], [-4.071, 1.524, 1.506], [-5.009, -0.008, 0.269], [-5.739, 1.591, 0.218], [-4.614, 2.513, -1.081], [-3.797, 0.986, -1.521], [3.318, -2.900, 1.246], [2.458, -2.257, 0.229], [1.226, -2.874, 0.276], [1.175, -3.700, 1.329], [0.189, -4.284, 1.668], [2.473, -3.806, 1.832], [3.707, -2.211, 1.995], [4.203, -3.239, 0.709], [3.020, -2.262, -0.705], [2.301, -1.226, 0.547], [1.437, 0.625, -1.808], [0.832, 1.157, -0.454], [2.017, 1.757, -0.033], [2.653, 2.352, -1.038], [3.473, 3.209, -0.902], [2.106, 1.850, -2.163], [0.614, 0.337, -2.462], [2.073, -0.245, -1.971], [0.455, 0.429, 0.264], [-0.033, 1.811, -0.554]]
}

---

No. 10
{
  "formula": "C9H13Br9Cl4O2",
  "method": "ωB97M-V/def2-TZVPD",
  "homo_ev": -10.28,
  "homo_lumo_gap_ev": 9.9,
  "total_charge": 0,
  "de_lowest_ev": 0.000,
  "species": ["O", "C", "O", "C", "C", "C", "H", "H", "H", "H", "H", "H", "C", "Cl", "Cl", "H", "H", "C", "Cl", "Cl", "H", "H", "C", "Br", "Br", "Br", "H", "C", "Br", "Br", "Br", "H", "C", "Br", "Br", "Br", "H"],
  "xyz": [[-0.296, 1.270, -6.065], [-0.118, 1.040, -4.923], [1.102, 0.676, -4.431], [1.046, 0.497, -3.036], [-0.444, 0.273, -2.727], [-1.126, 1.102, -3.804], [1.439, 1.385, -2.533], [1.662, -0.349, -2.741], [-0.688, 0.499, -1.692], [-0.634, -0.798, -2.844], [-1.339, 2.131, -3.524], [-2.020, 0.621, -4.197], [0.534, -0.454, 0.875], [-0.680, 0.176, 2.010], [1.298, 0.860, -0.039], [1.322, -0.941, 1.428], [0.018, -1.109, 0.188], [-3.159, 0.834, 4.709], [-4.623, 1.062, 3.732], [-3.522, 0.657, 6.421], [-2.649, -0.047, 4.350], [-2.546, 1.720, 4.589], [-2.781, 2.808, 1.054], [-1.295, 3.819, 1.718], [-2.487, 2.225, -0.741], [-4.412, 3.781, 1.198], [-2.852, 1.939, 1.683], [0.157, -4.552, 1.015], [1.920, -3.884, 1.300], [0.069, -6.451, 1.198], [-0.510, -3.993, -0.695], [-0.494, -4.135, 1.764], [5.645, -0.628, 1.049], [5.295, 1.050, 1.909], [7.186, -0.520, -0.088], [4.104, -1.217, 0.078], [5.878, -1.347, 1.815]]
}

---

No. 11
{
  "formula": "C9H13ClN2OS",
  "method": "ωB97M-V/def2-TZVPD",
  "homo_ev": [-9.42, -7.91],
  "homo_lumo_gap_ev": [8.2, 4.4],
  "total_charge": 0,
  "de_lowest_ev": 0.620,
  "species": ["C", "C", "C", "C", "C", "C", "C", "C", "C", "N", "N", "O", "S", "Cl", "H", "H", "H", "H", "H", "H", "H", "H", "H", "H", "H", "H", "H"],
  "xyz": [[0.835, -3.351, 0.017], [-0.244, -3.298, 0.876], [1.876, -2.288, -0.011], [-0.336, -2.280, 1.776], [1.792, -1.322, 0.937], [0.686, -1.228, 1.830], [-0.812, 2.357, -2.420], [0.453, 0.585, -1.251], [-1.002, 2.165, -0.097], [-0.980, 1.616, 1.054], [-0.547, 1.628, -1.219], [-0.621, -0.460, 3.860], [0.473, 0.016, 3.072], [-2.253, 4.835, -0.776], [0.862, -4.177, -0.709], [-0.942, -4.076, 0.876], [2.627, -2.465, -0.790], [-1.100, -1.969, 2.425], [2.584, -0.673, 1.063], [-1.773, 2.199, -2.852], [-0.880, 3.429, -2.232], [-0.232, 2.099, -3.284], [0.501, 0.106, -0.313], [0.318, -0.046, -2.111], [1.289, 1.255, -1.373], [-1.318, 3.249, -0.132], [-1.257, 2.095, 1.784]]
}

---

No. 12
{
  "formula": "C9H13ClSi",
  "method": "ωB97M-V/def2-TZVPD",
  "homo_ev": -8.38,
  "smiles": "CC1=C(C)[Si@@H](CCl)C=CC=C1",
  "homo_lumo_gap_ev": 8.3,
  "total_charge": 0,
  "de_lowest_ev": 6.397,
  "species": ["C", "C", "C", "C", "C", "C", "C", "C", "C", "Si", "Cl", "H", "H", "H", "H", "H", "H", "H", "H", "H", "H", "H", "H", "H"],
  "xyz": [[1.204, 2.397, 0.373], [1.693, 1.187, 0.026], [-0.173, 2.513, 0.360], [1.037, -0.082, 0.168], [-0.197, -0.555, -0.156], [-0.747, 2.209, -0.851], [1.976, -1.100, 0.795], [-0.407, -1.973, -0.234], [-3.325, 0.357, 0.096], [-1.624, 0.550, -0.828], [-3.880, -1.242, 0.395], [1.920, 3.106, 0.765], [2.797, 1.020, 0.175], [-0.632, 2.565, 1.352], [2.164, -1.948, 0.027], [2.992, -0.785, 1.031], [1.532, -1.520, 1.693], [-0.967, -2.377, -1.045], [0.491, -2.636, -0.347], [-0.927, -2.333, 0.602], [-3.148, 0.742, 1.002], [-4.067, 0.863, -0.328], [0.288, 2.117, -1.584], [-2.019, 0.124, -2.174]]
}